No. 1
The following is a quantum chemistry calculation of a structure of composition C3H10BNO3Zn at a distorted geometry, from OMol25.

ORCA input file:
```
! wB97M-V def2-TZVPD RIJCOSX def2/J DEFGRID3
* xyz 2 1
C -0.220 -0.408 -0.391
O -2.579 0.160 0.623
H -2.210 0.983 0.980
H 0.334 1.064 1.177
C 1.501 -1.791 0.562
H 2.363 1.295 -0.023
C 0.340 1.182 0.055
H 1.982 -1.686 -0.406
H 1.591 1.951 -1.345
H 2.025 -1.252 1.348
Zn -1.483 2.266 2.185
B -1.860 -0.364 -0.453
O -2.544 -0.836 -1.485
H -0.505 1.815 -0.294
H 0.250 -0.607 -1.359
H 1.457 -2.836 0.842
N 1.501 1.708 -0.364
O 0.148 -1.302 0.515
H -2.090 -1.343 -2.166
*
```

Output
**Relative energy (zero: lowest compared OMol25 entry of this formula, charge and spin)**: 0.0000 eV
**Highest occupied orbital energy**: -17.59 eV

No. 2
The following is a quantum chemistry calculation of a cluster of 2 separate species, C3H10Br2N4O in total at a distorted geometry, from OMol25.

ORCA input file:
```
! wB97M-V def2-TZVPD RIJCOSX def2/J DEFGRID3
* xyz 2 3
H 0.936 2.946 -0.932
N -0.421 -2.886 -0.241
H -1.342 -3.310 -0.184
H -0.789 2.693 -1.152
H 0.264 1.330 -1.708
N 2.430 0.448 1.199
C 0.909 -0.955 0.177
Br -5.759 -0.053 -0.261
H -0.827 1.032 0.799
N -0.257 -1.553 0.029
H -1.181 -0.939 0.187
Br -3.497 0.020 -0.009
H 0.473 2.289 1.173
H 0.402 -3.373 -0.285
C 0.143 2.155 -0.894
H 2.767 -1.277 -0.131
C 0.159 1.378 0.506
N 1.053 0.343 0.566
H 2.618 1.418 1.200
O 1.918 -1.707 -0.041
*
```

Output
**Relative energy (zero: lowest compared OMol25 entry of this formula, charge and spin)**: 0.0000 eV
**Highest occupied orbital energy (spin up / spin down)**: -16.31 / -16.31 eV

No. 3
The following is a quantum chemistry calculation of a structure of composition C3H10ClMgN2O2 at a distorted geometry, from OMol25.

ORCA input file:
```
! wB97M-V def2-TZVPD RIJCOSX def2/J DEFGRID3
* xyz 1 1
H 3.986 2.848 0.461
H -5.045 -2.661 1.881
C 3.003 3.487 -1.319
Mg -0.667 -2.098 -4.879
C -3.144 -3.409 2.166
H 3.896 4.054 -1.582
O 2.911 2.380 -2.138
H 2.553 3.723 0.929
H -1.722 -2.651 0.873
O -3.297 -4.063 3.181
H 2.063 1.968 -1.960
N -1.937 -3.351 1.569
H 2.385 2.165 0.241
H -1.108 -3.841 1.873
C 2.967 3.082 0.151
N -4.103 -2.732 1.524
H 2.077 4.019 -1.534
H -3.744 -2.372 0.651
Cl -1.075 -0.547 -2.087
*
```

Output
**Relative energy (zero: lowest compared OMol25 entry of this formula, charge and spin)**: 3.1261 eV
**Highest occupied orbital energy**: -11.43 eV

No. 4
The following is a quantum chemistry calculation of a structure of composition C3H10CsO2 at a distorted geometry, from OMol25.

ORCA input file:
```
! wB97M-V def2-TZVPD RIJCOSX def2/J DEFGRID3
* xyz 0 2
H 2.958 1.483 -1.049
H -3.084 0.291 0.545
C -3.440 -1.708 0.600
C -2.633 -0.558 1.058
O -1.228 -0.651 0.700
O 4.751 0.912 -0.236
H 4.243 1.763 -2.097
C 3.992 1.826 -1.038
Cs 0.646 -0.200 -1.856
H -0.831 0.223 0.680
H 4.142 2.859 -0.723
H -3.287 -1.914 -0.459
H -4.486 -1.467 0.790
H -3.267 -2.621 1.170
H 4.295 0.069 -0.197
H -2.770 -0.307 2.110
*
```

Output
**Highest occupied orbital energy (spin up / spin down)**: -3.58 / -10.47 eV

No. 5
The following is a quantum chemistry calculation of a structure of composition C3H10GaIOPPd at a distorted geometry, from OMol25.

ORCA input file:
```
! wB97M-V def2-TZVPD RIJCOSX def2/J DEFGRID3
* xyz 1 1
H 3.861 -0.382 -0.540
Ga 0.977 0.701 -0.947
C -2.000 -0.744 0.139
H -0.113 -0.292 1.503
H -1.817 -0.392 -0.974
H -3.147 -0.645 0.383
I -1.308 -2.838 0.297
Pd -1.547 -2.964 -2.680
H 3.343 1.120 1.211
C -0.601 1.509 0.195
H -0.244 2.427 0.839
O 2.400 -1.243 1.223
H 0.356 -0.667 -1.578
H -1.535 1.778 -0.485
C -1.122 0.229 1.135
P 2.814 0.057 0.391
H 1.404 1.677 -2.151
H -1.721 0.669 2.040
*
```

Output
**Highest occupied orbital energy**: -12.05 eV

No. 6
The following is a quantum chemistry calculation of the ion C3H10INP with charge +1 at a distorted geometry, from OMol25.

ORCA input file:
```
! wB97M-V def2-TZVPD RIJCOSX def2/J DEFGRID3
* xyz 1 1
H 1.907 1.259 0.596
H 1.354 -0.570 -0.494
N 0.552 -0.339 0.127
H -0.723 -0.695 1.671
C -0.244 -1.335 0.996
H -1.289 -0.751 -2.495
H -0.499 1.508 -0.195
P -1.960 -0.003 -1.444
I -2.439 2.054 -2.682
C 1.247 0.473 1.063
C -0.256 0.624 -0.738
H 0.512 0.849 -1.570
H 1.867 -0.176 1.733
H 0.417 0.950 1.630
H 0.518 -1.993 1.464
H -0.965 -1.856 0.336
*
```

Output
**Relative energy (zero: lowest compared OMol25 entry of this formula, charge and spin)**: 0.0603 eV
**Highest occupied orbital energy**: -12.89 eV